{
  "formula": "C6H15N2OSi",
  "method": "ωB97M-V/def2-TZVPD",
  "symbols": ["C", "C", "C", "C", "C", "C", "N", "N", "O", "Si", "H", "H", "H", "H", "H", "H", "H", "H", "H", "H", "H", "H", "H", "H", "H"],
  "coordinates": [[3.34, 0.22, -0.18], [2.57, 0.03, 0.92], [-1.68, -1.71, 0.16], [-1.99, -0.28, -0.04], [-0.24, -2.16, -0.03], [-1.54, 0.66, 1.05], [0.96, 1.25, -1.58], [-1.61, 1.92, 0.53], [-0.20, 0.15, 1.45], [0.86, -0.71, 0.70], [4.29, 0.59, -0.09], [3.02, 0.11, -1.18], [2.97, 0.43, 1.84], [-1.99, -2.05, 1.15], [-2.40, -2.08, -0.50], [-1.49, 0.03, -1.06], [-3.09, -0.11, -0.22], [-0.17, -3.08, 0.70], [0.05, -2.51, -0.98], [-2.18, 0.51, 1.92], [0.04, 1.68, -1.67], [1.16, 0.53, -2.25], [1.62, 1.99, -1.52], [-0.98, 1.93, -0.26], [-1.33, 2.67, 1.16]],
  "lowdin_charge": [-0.023, -0.172, -0.274, -0.195, -0.167, -0.428, 0.063, 0.113, -0.151, 0.905, 0.045, 0.029, 0.075, 0.129, 0.108, 0.148, 0.156, 0.128, 0.055, 0.168, 0.031, 0.045, 0.043, 0.047, 0.120],
  "lumo_ev": -4.205,
  "spin_multiplicity": 1,
  "total_charge": 1,
  "e_tot_ev": -19363.1494,
  "homo_energy_ev": -14.12
}

***

{
  "formula": "C6H15N3",
  "method": "ωB97M-V/def2-TZVPD",
  "symbols": ["C", "C", "C", "N", "H", "H", "H", "H", "H", "H", "H", "C", "C", "N", "N", "C", "H", "H", "H", "H", "H", "H", "H", "H"],
  "coordinates": [[-1.79, -0.91, -0.92], [-0.12, -2.04, 1.24], [0.37, -1.15, 0.09], [-0.35, -0.98, -1.05], [1.41, -1.43, -0.14], [-2.17, -0.09, -0.28], [-2.25, -1.83, -0.51], [-2.23, -0.77, -1.90], [0.59, -2.06, 2.07], [-1.09, -1.73, 1.61], [-0.23, -3.06, 0.85], [-0.17, 1.98, -1.06], [0.88, 1.09, -0.52], [2.02, 0.99, -1.18], [-0.25, 1.01, 1.65], [0.78, 0.46, 0.80], [2.74, 0.37, -0.83], [2.05, 1.20, -2.16], [0.10, 1.66, 2.34], [-0.77, 0.28, 2.13], [1.77, 0.36, 1.28], [0.01, 2.99, -0.66], [-1.15, 1.67, -0.71], [-0.15, 2.01, -2.15]],
  "lowdin_charge": [-0.245, -0.082, -0.426, -0.154, 0.102, 0.049, 0.057, 0.058, 0.073, 0.060, 0.082, -0.015, -0.303, 0.198, 0.049, -0.276, 0.124, 0.131, 0.075, 0.058, 0.127, 0.103, 0.063, 0.093],
  "lumo_ev": 0.658,
  "spin_multiplicity": 1,
  "total_charge": 0,
  "e_tot_ev": -10932.3420,
  "homo_energy_ev": -5.85
}